[1]
The following is a DFT calculation (ωB97M-V/def2-TZVPD) of a molecular structure, C49H122CuN8O4 at a distorted geometry.

Gap between HOMO and LUMO (alpha / beta), eV: 8.54 / 7.43
Expectation value of S²: 0.75
Spin multiplicity: 2
Energy, eV: -117539.5204
Lowest unoccupied orbital energy (alpha / beta), eV: 0.69 / -0.42

Element x y z (Å)
Cu: 15.878 15.414 15.330
O: 14.046 16.182 14.954
H: 14.351 16.479 14.093
O: 18.979 13.202 13.899
C: 17.809 13.998 13.990
O: 17.590 14.342 15.222
O: 17.025 14.221 13.042
H: 18.983 12.881 12.933
C: 10.915 14.419 20.726
C: 11.886 15.557 21.046
N: 13.265 15.153 21.253
C: 13.365 14.069 22.213
C: 12.857 14.331 23.656
C: 14.031 16.363 21.554
C: 15.511 16.023 21.733
H: 11.398 13.674 20.088
H: 10.053 14.786 20.257
H: 10.600 13.831 21.592
H: 11.888 16.300 20.215
H: 11.551 16.226 21.848
H: 12.860 13.152 21.788
H: 14.467 13.783 22.221
H: 11.889 14.852 23.662
H: 12.744 13.419 24.249
H: 13.566 14.970 24.234
H: 13.571 16.760 22.490
H: 13.992 17.098 20.744
H: 15.852 15.601 20.777
H: 15.757 15.367 22.535
H: 16.054 16.975 21.859
C: 20.415 10.432 12.464
C: 19.298 10.594 11.463
N: 18.860 12.001 11.321
C: 20.112 12.790 10.869
C: 19.852 14.276 10.645
C: 17.694 12.286 10.522
C: 16.376 11.729 11.017
H: 20.439 9.418 12.865
H: 20.222 11.065 13.315
H: 21.374 10.616 12.014
H: 19.523 10.253 10.444
H: 18.497 9.886 11.823
H: 20.856 12.621 11.649
H: 20.431 12.436 9.916
H: 19.714 14.801 11.554
H: 20.724 14.689 10.149
H: 18.992 14.284 9.952
H: 17.902 12.033 9.463
H: 17.611 13.406 10.506
H: 15.551 12.171 10.400
H: 16.316 12.014 12.071
H: 16.322 10.676 10.896
C: 15.386 18.300 17.254
C: 16.823 18.104 16.821
N: 17.022 17.386 15.536
C: 18.508 17.186 15.248
C: 19.238 16.434 16.394
C: 16.472 18.337 14.514
C: 16.657 17.731 13.114
H: 15.325 18.467 18.274
H: 14.811 17.393 17.077
H: 14.915 19.124 16.699
H: 17.289 19.072 16.664
H: 17.434 17.553 17.523
H: 18.561 16.557 14.382
H: 19.008 18.149 15.081
H: 19.566 17.069 17.205
H: 18.557 15.650 16.767
H: 20.153 15.939 16.073
H: 17.080 19.230 14.666
H: 15.468 18.529 14.868
H: 15.834 18.020 12.429
H: 16.708 16.649 13.180
H: 17.640 18.013 12.656
C: 10.831 15.250 11.046
C: 11.797 15.960 10.121
N: 12.886 15.224 9.576
C: 13.687 15.927 8.684
C: 14.684 15.067 7.893
C: 13.649 14.539 10.645
C: 14.145 15.464 11.748
H: 10.656 14.215 10.704
H: 9.885 15.794 11.253
H: 11.256 15.181 12.047
H: 11.310 16.314 9.199
H: 12.234 16.803 10.693
H: 12.992 16.366 7.953
H: 14.182 16.773 9.159
H: 14.952 15.514 6.949
H: 15.537 14.703 8.498
H: 14.075 14.157 7.610
H: 14.519 14.008 10.161
H: 13.037 13.808 11.082
H: 14.707 14.946 12.528
H: 13.320 15.932 12.272
H: 14.847 16.197 11.406
C: 11.135 18.244 16.966
C: 10.016 17.240 17.257
N: 9.462 16.503 16.174
C: 8.621 17.303 15.280
C: 7.658 18.290 15.953
C: 10.361 15.599 15.558
C: 9.664 14.563 14.700
H: 11.997 17.746 16.512
H: 11.432 18.746 17.890
H: 10.769 18.986 16.226
H: 10.465 16.499 17.975
H: 9.201 17.690 17.824
H: 9.240 17.696 14.376
H: 8.053 16.513 14.866
H: 7.245 17.827 16.841
H: 8.175 19.246 16.250
H: 6.790 18.568 15.356
H: 10.905 15.022 16.321
H: 11.200 16.047 15.026
H: 9.388 15.020 13.733
H: 8.718 14.268 15.174
H: 10.313 13.707 14.478
C: 16.075 14.494 18.466
C: 15.963 13.335 17.491
N: 15.038 13.671 16.335
C: 15.061 12.471 15.415
C: 13.926 12.555 14.355
C: 13.697 14.074 16.821
C: 12.971 13.028 17.694
H: 16.273 15.437 17.993
H: 16.909 14.313 19.168
H: 15.150 14.542 19.049
H: 16.854 13.030 16.994
H: 15.466 12.486 17.974
H: 16.053 12.526 14.997
H: 14.976 11.495 15.982
H: 13.970 13.436 13.799
H: 13.995 11.729 13.581
H: 12.949 12.459 14.784
H: 13.135 14.312 15.909
H: 13.809 15.005 17.432
H: 13.049 12.042 17.301
H: 11.929 13.284 17.666
H: 13.340 12.981 18.732
C: 15.667 9.565 18.703
C: 16.255 8.592 17.570
N: 16.510 9.196 16.305
C: 16.569 8.146 15.214
C: 16.904 8.813 13.880
C: 17.676 10.081 16.414
C: 18.966 9.338 16.491
H: 14.714 10.050 18.399
H: 16.327 10.411 18.947
H: 15.562 9.030 19.645
H: 17.207 8.107 17.929
H: 15.506 7.815 17.486
H: 17.331 7.367 15.419
H: 15.582 7.699 15.183
H: 16.964 7.993 13.129
H: 16.159 9.628 13.728
H: 17.853 9.316 13.977
H: 17.485 10.592 17.315
H: 17.608 10.816 15.618
H: 19.747 10.094 16.512
H: 19.205 8.778 15.591
H: 18.962 8.715 17.359
C: 12.111 18.735 13.489
C: 12.733 19.922 14.261
N: 13.225 20.946 13.373
C: 13.290 22.317 13.981
C: 14.525 22.606 14.807
C: 14.395 20.576 12.627
C: 14.499 21.454 11.400
H: 11.322 19.096 12.798
H: 11.552 18.090 14.196
H: 12.836 18.159 12.937
H: 12.022 20.309 14.968
H: 13.552 19.482 14.922
H: 13.212 23.060 13.154
H: 12.416 22.425 14.553
H: 14.910 21.703 15.248
H: 15.293 22.995 14.089
H: 14.372 23.425 15.536
H: 14.304 19.572 12.334
H: 15.344 20.703 13.200
H: 15.257 21.013 10.780
H: 14.779 22.478 11.642
H: 13.482 21.485 10.934

[2]
The following is a DFT calculation (ωB97M-V/def2-TZVPD) of 9 unconnected molecules or ions with the total composition C49H124N8O16 at a distorted geometry.

SMILES: COC[C@H](C)N.COCCNCCOC.COCCNCCOC.COCCNCCOC.COCCNCCOC.COCCNCCOC.COCCNCCOC.COCCNCCOC.CC(C)O
Gap between HOMO and LUMO, eV: 8.81
Spin multiplicity: 1
Relative energy (zero: lowest compared OMol25 entry of this formula, charge and spin), kJ/mol: 342.1
Energy, eV: -97491.1129
Lowest unoccupied orbital energy, eV: 0.45

Element x y z (Å)
C: -8.481 8.260 6.275
O: -8.179 9.456 6.972
C: -7.207 9.505 8.018
C: -7.603 10.604 8.986
C: -6.439 10.823 9.913
N: -8.765 10.170 9.763
H: -8.482 7.431 6.990
H: -7.725 8.035 5.511
H: -9.380 8.565 5.744
H: -7.114 8.525 8.502
H: -6.261 9.710 7.507
H: -7.930 11.512 8.468
H: -6.327 9.947 10.556
H: -6.667 11.675 10.564
H: -5.464 11.059 9.485
H: -9.175 10.899 10.331
H: -9.450 9.831 9.095
C: -5.123 15.235 9.512
O: -5.122 14.955 8.130
C: -4.818 16.069 7.344
C: -4.440 15.638 5.920
N: -5.169 14.488 5.372
C: -6.516 14.812 4.892
C: -7.620 14.904 5.951
O: -8.237 13.618 5.921
C: -9.355 13.535 6.804
H: -5.170 14.266 10.012
H: -5.899 15.908 9.877
H: -4.165 15.605 9.899
H: -3.976 16.640 7.755
H: -5.662 16.770 7.241
H: -3.420 15.236 5.960
H: -4.477 16.494 5.250
H: -5.274 13.763 6.071
H: -6.814 14.021 4.199
H: -6.535 15.695 4.249
H: -8.338 15.694 5.695
H: -7.238 15.173 6.937
H: -9.066 13.996 7.752
H: -9.567 12.485 6.999
H: -10.221 14.022 6.355
C: -11.216 5.597 8.817
O: -10.740 5.718 10.130
C: -11.632 6.479 10.972
C: -11.374 6.230 12.460
N: -11.792 4.937 12.944
C: -11.220 3.729 12.349
C: -11.706 2.428 13.001
O: -12.828 1.922 12.388
C: -13.306 0.677 12.869
H: -10.357 5.454 8.156
H: -11.823 6.412 8.424
H: -11.786 4.681 8.611
H: -12.691 6.385 10.722
H: -11.283 7.484 10.692
H: -11.952 6.940 13.051
H: -10.313 6.320 12.696
H: -12.751 4.720 13.173
H: -10.145 3.814 12.537
H: -11.449 3.692 11.279
H: -11.813 2.676 14.074
H: -10.934 1.635 13.003
H: -13.335 0.614 13.959
H: -12.507 0.001 12.528
H: -14.226 0.277 12.456
C: -4.883 11.164 5.044
O: -4.045 11.636 4.035
C: -4.716 11.803 2.792
C: -3.596 12.055 1.735
N: -2.649 13.052 2.235
C: -3.197 14.428 2.225
C: -2.173 15.325 2.890
O: -2.519 16.670 2.636
C: -1.420 17.533 2.795
H: -5.203 10.146 4.804
H: -5.768 11.806 5.169
H: -4.535 11.189 6.081
H: -5.415 12.635 2.906
H: -5.317 10.927 2.530
H: -4.050 12.295 0.775
H: -3.094 11.088 1.684
H: -2.644 12.828 3.229
H: -4.129 14.480 2.801
H: -3.385 14.778 1.211
H: -1.195 15.099 2.442
H: -2.016 15.115 3.957
H: -0.551 17.241 2.195
H: -1.043 17.544 3.826
H: -1.746 18.542 2.551
C: -0.229 8.322 8.225
O: -1.200 7.295 8.027
C: -2.405 7.547 8.708
C: -3.510 7.934 7.720
N: -3.990 6.800 6.943
C: -5.093 7.175 6.054
C: -5.649 5.958 5.344
O: -5.035 5.921 4.022
C: -5.616 4.951 3.204
H: -0.709 9.307 8.234
H: 0.567 8.376 7.490
H: 0.156 8.235 9.243
H: -2.379 8.320 9.487
H: -2.607 6.634 9.276
H: -3.157 8.738 7.058
H: -4.365 8.336 8.271
H: -3.253 6.376 6.393
H: -4.656 7.910 5.363
H: -5.838 7.744 6.607
H: -6.739 5.913 5.337
H: -5.256 5.025 5.754
H: -5.452 5.248 2.167
H: -6.708 4.845 3.286
H: -5.260 3.930 3.389
C: -12.712 8.085 -2.550
O: -12.255 8.282 -1.243
C: -11.603 9.563 -1.090
C: -10.762 9.501 0.140
N: -11.598 9.445 1.372
C: -10.831 8.871 2.476
C: -9.435 9.478 2.698
O: -8.348 8.944 1.991
C: -8.249 7.530 2.137
H: -11.920 8.246 -3.292
H: -13.542 8.724 -2.881
H: -13.076 7.058 -2.608
H: -12.338 10.367 -0.987
H: -11.005 9.766 -1.981
H: -10.163 10.419 0.132
H: -10.031 8.687 0.120
H: -12.345 8.861 1.009
H: -10.719 7.790 2.330
H: -11.454 9.070 3.349
H: -9.178 9.539 3.764
H: -9.531 10.543 2.458
H: -8.932 7.063 1.423
H: -8.318 7.196 3.171
H: -7.302 7.182 1.719
C: -12.115 9.932 5.858
O: -12.948 10.041 6.985
C: -12.466 9.458 8.182
C: -13.661 9.261 9.134
N: -14.143 10.481 9.786
C: -15.003 11.343 8.952
C: -15.329 12.541 9.802
O: -14.232 13.452 9.664
C: -14.244 14.556 10.535
H: -12.094 8.864 5.608
H: -11.061 10.201 6.018
H: -12.384 10.514 4.979
H: -11.614 10.006 8.595
H: -12.095 8.456 7.931
H: -13.398 8.572 9.940
H: -14.442 8.715 8.602
H: -13.321 11.033 10.014
H: -15.857 10.750 8.629
H: -14.458 11.728 8.083
H: -15.363 12.363 10.886
H: -16.322 12.984 9.647
H: -13.791 14.314 11.504
H: -15.173 15.101 10.706
H: -13.519 15.244 10.093
C: -6.071 13.438 14.220
O: -7.373 12.978 13.991
C: -7.474 11.568 14.251
C: -8.834 11.083 13.832
N: -9.196 9.832 14.528
C: -10.425 9.331 13.948
C: -11.676 9.889 14.690
O: -12.194 11.151 14.314
C: -12.435 11.308 12.947
H: -5.830 14.264 13.553
H: -5.211 12.755 14.157
H: -5.915 13.759 15.260
H: -7.305 11.464 15.327
H: -6.704 11.018 13.700
H: -8.887 11.099 12.735
H: -9.617 11.755 14.199
H: -8.446 9.163 14.353
H: -10.546 8.312 14.329
H: -10.604 9.406 12.870
H: -11.513 9.788 15.758
H: -12.439 9.163 14.367
H: -12.716 10.364 12.465
H: -11.544 11.703 12.440
H: -13.230 12.039 12.799
C: -5.345 7.397 12.275
C: -6.727 7.818 12.818
C: -7.821 7.490 11.820
O: -6.981 7.204 14.078
H: -5.506 6.412 11.838
H: -4.624 7.355 13.091
H: -4.987 8.176 11.602
H: -6.776 8.900 12.967
H: -7.701 8.139 10.949
H: -8.799 7.828 12.169
H: -7.811 6.435 11.541
H: -7.084 6.259 13.910